Here is a cluster of 2 separate species, C3H4FO2 in total from OMol25. Energies are from ωB97M-V/def2-TZVPD.

Values from the calculation:
* E_HOMO (alpha / beta): -0.14889 / -0.14826 hartree
* E_LUMO (alpha / beta): 3.8 / 3.0 eV
* charge: -1

CARTESIAN COORDINATES (ANGSTROEM)
C1 -3.110 0.294 0.076
C2 1.285 0.187 -0.276
C3 -1.874 -0.598 -0.019
O1 -3.620 0.775 -0.949
O2 -3.587 0.420 1.215
F1 -1.999 -1.584 -0.965
H1 1.661 -0.712 0.198
H2 1.573 0.190 -1.305
H3 0.578 0.853 0.208
H4 -1.835 -1.119 1.026



Here is a cluster of 2 separate species, C3H4FO2 in total from OMol25. Energies are from ωB97M-V/def2-TZVPD.

Values from the calculation:
* E_HOMO (alpha / beta): -0.56614 / -0.42524 hartree
* E_LUMO (alpha / beta): -5.5 / -6.8 eV
* charge: +1

CARTESIAN COORDINATES (ANGSTROEM)
C1 -2.764 0.752 -0.027
C2 -0.668 -0.533 -0.041
C3 2.848 -0.342 0.037
O1 0.412 -0.987 -0.050
O2 -1.671 0.083 0.157
F1 2.274 0.814 0.031
H1 -3.409 1.056 0.814
H2 -3.330 0.540 -0.863
H3 3.597 -0.451 0.807
H4 2.711 -0.932 -0.867



Here is a structure of composition C3H4HgLiO4 from OMol25. Energies are from ωB97M-V/def2-TZVPD.

Values from the calculation:
* E_HOMO: -0.47890 hartree
* E_LUMO: -5.1 eV
* charge: +1

CARTESIAN COORDINATES (ANGSTROEM)
H1 -4.290 2.396 0.421
C1 -3.610 1.599 0.110
C2 -3.710 0.246 0.637
O1 -4.195 0.592 -0.670
H2 -2.816 -0.383 0.641
H3 -4.479 0.008 1.376
O2 -2.394 2.095 -0.321
H4 -2.046 3.129 0.067
O3 -1.727 4.345 -0.969
C3 -2.141 3.775 -1.947
Hg1 -3.732 6.846 -6.502
Li1 -3.313 5.297 -4.193
O4 -2.792 3.922 -2.921



Here is a structure of composition C3H4I2 from OMol25. Energies are from ωB97M-V/def2-TZVPD.

Values from the calculation:
* E_HOMO: -0.34223 hartree
* E_LUMO: -0.4 eV

CARTESIAN COORDINATES (ANGSTROEM)
C1 0.278 -0.628 0.650
C2 0.729 0.624 -0.040
C3 -0.565 -0.018 -0.469
I1 -0.848 -0.709 -2.449
I2 -2.530 0.648 0.448
H1 0.757 -1.495 0.607
H2 -0.219 -0.506 1.522
H3 0.831 1.614 0.434
H4 1.568 0.470 -0.704



Here is a cluster of 2 separate species, C3H4I2 in total from OMol25. Energies are from ωB97M-V/def2-TZVPD.

Values from the calculation:
* E_HOMO (alpha / beta): -0.35780 / -0.29208 hartree
* E_LUMO (alpha / beta): -0.6 / -3.2 eV

CARTESIAN COORDINATES (ANGSTROEM)
C1 1.536 -0.383 0.023
C2 0.638 0.644 0.130
C3 -0.631 0.374 -0.147
I1 -3.322 -2.100 0.090
I2 -2.181 1.895 0.059
H1 2.511 -0.223 0.389
H2 1.257 -1.117 -0.609
H3 1.066 1.487 0.710
H4 -0.873 -0.577 -0.645



Here is the molecule C3H4I2 from OMol25. Energies are from ωB97M-V/def2-TZVPD.

Values from the calculation:
* E_HOMO (alpha / beta): -0.29613 / -0.30801 hartree
* E_LUMO (alpha / beta): -0.4 / -0.4 eV

CARTESIAN COORDINATES (ANGSTROEM)
C1 0.090 -0.732 0.714
C2 -0.864 -0.695 -0.393
C3 0.969 0.612 0.375
I1 -0.375 -1.115 -2.365
I2 0.119 2.638 0.488
H1 -0.394 -0.541 1.722
H2 0.966 -1.519 0.875
H3 -1.767 -0.099 -0.353
H4 1.619 0.588 -0.482



Here is the molecule C3H4IN3OS from OMol25. Energies are from ωB97M-V/def2-TZVPD.

Values from the calculation:
* E_HOMO (alpha / beta): -0.24929 / -0.24921 hartree
* E_LUMO (alpha / beta): -0.8 / -0.8 eV

CARTESIAN COORDINATES (ANGSTROEM)
C1 -0.424 1.392 0.893
C2 0.014 -0.903 0.516
C3 -1.568 0.486 -1.005
N1 1.356 -0.867 0.363
N2 -0.665 0.426 0.135
N3 2.051 0.198 0.195
O1 -0.118 2.180 1.652
S1 -1.007 -2.143 1.051
I1 3.988 -0.240 -0.487
H1 -2.513 1.020 -0.853
H2 -1.159 0.903 -1.829
H3 -1.793 -0.606 -1.153
H4 1.839 -1.847 0.522



Here is the molecule C3H4INO from OMol25. Energies are from ωB97M-V/def2-TZVPD.

Values from the calculation:
* E_HOMO: -0.35709 hartree
* structure (SMILES): O=C1C[C@@H](I)N1
* E_LUMO: 0.3 eV

CARTESIAN COORDINATES (ANGSTROEM)
O1 1.431 1.746 0.927
C1 0.672 0.875 0.505
C2 0.064 0.429 -0.905
C3 -0.552 -0.685 -0.079
I1 -0.154 -2.675 -0.710
N1 0.217 -0.198 1.155
H1 -0.882 1.091 -1.198
H2 0.786 0.257 -1.676
H3 -1.649 -0.603 -0.094
H4 0.067 -0.237 2.074



Here is the molecule C3H4INO2 from OMol25. Energies are from ωB97M-V/def2-TZVPD.

Values from the calculation:
* E_HOMO: -0.36135 hartree
* structure (SMILES): O=[N+]([O-])[C@H]1C[C@@H]1I
* E_LUMO: -0.1 eV

CARTESIAN COORDINATES (ANGSTROEM)
O1 -1.414 -2.163 -0.578
N1 -1.186 -1.097 -0.014
O2 -1.906 -0.728 0.879
C1 -0.098 -0.254 -0.477
C2 -0.052 1.146 -0.106
C3 0.949 0.320 0.627
I1 2.969 0.188 -0.064
H1 0.223 -0.707 -1.416
H2 0.400 1.584 -0.986
H3 -0.795 1.718 0.499
H4 0.909 -0.005 1.635



Here is the molecule C3H4INS from OMol25. Energies are from ωB97M-V/def2-TZVPD.

Values from the calculation:
* E_HOMO: -0.32777 hartree
* E_LUMO: -0.4 eV

CARTESIAN COORDINATES (ANGSTROEM)
C1 -0.981 -2.529 -0.991
C2 -0.491 0.018 -0.690
C3 -0.127 0.290 0.781
N1 -0.697 -1.395 -0.896
S1 1.644 0.155 1.509
I1 2.965 1.467 0.158
H1 -1.471 0.504 -1.017
H2 0.233 0.481 -1.344
H3 -0.264 1.332 0.983
H4 -0.811 -0.321 1.508



Values for E, hartree, ordered as above
-366.95981 -366.51267 -578.34025 -712.02812 -711.97495 -711.94740 -1051.93006 -544.36380 -619.49096 -867.29027